Entry 1:
{
  "formula": "C18H37ClIN4O5",
  "method": "ωB97M-V/def2-TZVPD",
  "fmax_ev_per_a": 0.6,
  "lumo_ev": -2.23,
  "charge": 1,
  "e_tot_ev": -56082.007,
  "homo_ev": -11.432,
  "orbital_gap_ev": 9.2,
  "species": ["C", "C", "C", "I", "C", "N", "C", "Cl", "C", "C", "C", "C", "O", "O", "C", "C", "O", "C", "N", "H", "H", "H", "H", "H", "H", "H", "H", "H", "H", "H", "H", "H", "H", "H", "H", "H", "H", "H", "H", "H", "H", "H", "C", "O", "N", "C", "C", "H", "H", "H", "H", "H", "H", "H", "C", "O", "N", "C", "C", "H", "H", "H", "H", "H", "H", "H"],
  "coordinates": [[2.131072, 4.161192, 1.153546], [3.185963, 3.062405, 1.324796], [3.280576, 2.353017, 2.688585], [2.654649, 3.555193, 4.358676], [2.549791, 1.010321, 2.740805], [1.102566, 1.248061, 2.378316], [0.339873, 0.104209, 1.753816], [0.306337, -1.245176, 2.905796], [-1.072633, 0.598310, 1.464017], [-1.889533, 0.928168, 2.717077], [-2.542672, 2.312365, 2.652716], [-1.627275, 3.353951, 3.268467], [-0.933348, 3.144917, 4.220430], [-1.622858, 4.573182, 2.682440], [1.055905, -0.236973, 0.464301], [2.570693, -0.488095, 0.548705], [2.900918, -1.818992, 0.240104], [3.253485, -0.103350, 1.916333], [3.496619, -1.283201, 2.732223], [2.456318, 5.098130, 1.598860], [1.958776, 4.340803, 0.092535], [1.164110, 3.919568, 1.606444], [2.991471, 2.288125, 0.570762], [4.159738, 3.485265, 1.085480], [4.323787, 2.144034, 2.904321], [2.531570, 0.684540, 3.777293], [1.018125, 2.033780, 1.727427], [0.618534, 1.546447, 3.237858], [-1.544374, -0.145200, 0.827699], [-0.961054, 1.478745, 0.821753], [-1.260969, 0.895839, 3.608346], [-2.672342, 0.187241, 2.866080], [-3.496381, 2.308297, 3.180544], [-2.771170, 2.605841, 1.624962], [-1.840566, 4.515365, 1.744409], [0.855217, 0.612140, -0.198195], [0.564739, -1.091682, 0.002171], [3.048979, 0.074479, -0.252698], [2.342989, -2.413675, 0.752331], [4.223562, 0.307648, 1.632845], [4.478098, -1.459371, 2.880516], [3.011739, -1.288738, 3.616042], [-2.253907, 0.145239, -2.485958], [-1.744827, 0.399541, -1.393939], [-3.369345, -0.559324, -2.649065], [-3.923332, -0.849771, -3.959042], [-4.044075, -1.087440, -1.476868], [-1.805839, 0.488269, -3.429951], [-4.929475, -0.436005, -4.043487], [-3.954280, -1.927203, -4.110008], [-3.295624, -0.402756, -4.727539], [-4.349600, -0.276725, -0.813657], [-3.381066, -1.756694, -0.927987], [-4.919480, -1.644894, -1.796928], [-1.166351, -3.670305, -3.128359], [-2.331403, -3.393226, -3.358343], [-0.284266, -4.072796, -4.056772], [1.090607, -4.393456, -3.730565], [-0.736158, -4.195426, -5.434103], [-0.735576, -3.614816, -2.113916], [1.779193, -3.747476, -4.277880], [1.315163, -5.431763, -3.979418], [1.253828, -4.249969, -2.663842], [-1.095458, -3.235890, -5.806486], [-1.554196, -4.911749, -5.505894], [0.094464, -4.532461, -6.048905]],
  "forces_ev_per_a": [[-0.013, -0.069, -0.127], [-0.227, 0.004, -0.038], [0.069, 0.045, -0.072], [0.029, 0.052, 0.002], [0.247, 0.080, 0.001], [-0.221, -0.284, 0.435], [-0.089, 0.177, -0.475], [0.105, -0.042, 0.098], [0.257, -0.006, 0.342], [-0.392, 0.020, -0.128], [0.270, -0.022, -0.239], [-0.338, 0.164, -0.455], [0.234, -0.070, 0.245], [0.439, -0.033, 0.075], [0.087, 0.223, 0.002], [0.020, -0.441, 0.223], [-0.216, 0.028, -0.506], [-0.044, 0.086, -0.072], [-0.042, 0.067, 0.063], [-0.045, -0.012, 0.109], [0.041, 0.023, -0.023], [0.005, 0.080, 0.048], [0.175, -0.021, -0.015], [0.013, -0.026, -0.033], [-0.005, -0.064, 0.089], [-0.081, -0.065, 0.002], [0.130, -0.028, -0.023], [-0.017, 0.167, -0.068], [-0.100, 0.037, -0.010], [-0.061, -0.033, -0.060], [-0.197, -0.044, 0.124], [0.126, -0.128, -0.016], [0.085, 0.192, 0.199], [-0.082, -0.167, -0.029], [-0.442, 0.030, 0.106], [-0.006, -0.089, -0.108], [-0.025, 0.019, -0.013], [-0.002, 0.198, 0.114], [0.230, -0.010, 0.296], [0.004, 0.002, -0.014], [-0.022, -0.046, -0.029], [0.019, -0.010, -0.004], [0.038, -0.048, 0.000], [0.075, 0.010, -0.024], [-0.091, 0.092, 0.003], [-0.070, -0.047, 0.005], [0.076, -0.009, 0.016], [-0.009, 0.017, 0.001], [0.012, 0.025, -0.012], [0.016, 0.031, -0.041], [0.010, 0.002, 0.005], [-0.014, -0.002, -0.005], [-0.012, -0.026, -0.015], [0.002, -0.005, 0.001], [-0.026, -0.046, -0.017], [0.068, 0.012, 0.074], [0.030, 0.020, -0.011], [-0.040, -0.005, -0.031], [-0.021, -0.001, 0.032], [0.006, 0.001, -0.005], [0.012, 0.001, 0.013], [0.010, -0.003, 0.013], [0.006, 0.003, 0.001], [0.006, 0.000, -0.011], [0.002, -0.004, -0.008], [-0.001, 0.000, -0.001]],
  "lowdin_charge": [-0.136, -0.267, -0.664, 1.003, -0.302, 0.111, -0.731, 0.841, -0.184, -0.179, -0.081, -0.522, 0.075, 0.119, -0.104, -0.317, -0.020, -0.267, 0.055, 0.070, 0.086, 0.039, 0.103, 0.121, 0.081, 0.113, 0.134, 0.122, 0.109, 0.119, 0.088, 0.123, 0.139, 0.121, 0.116, 0.132, 0.136, 0.143, 0.089, 0.146, 0.095, 0.055, -0.332, -0.038, -0.182, -0.049, -0.032, 0.138, 0.093, 0.073, 0.088, 0.090, 0.088, 0.094, -0.338, 0.000, -0.193, -0.052, -0.032, 0.132, 0.091, 0.093, 0.079, 0.091, 0.096, 0.089]
}


Entry 2:
{
  "formula": "C23H18F16N2O8",
  "method": "ωB97M-V/def2-TZVPD",
  "fmax_ev_per_a": 3.0,
  "smiles": "CC(=O)OCc1cc(ON=O)cc2c1C(=O)C(N)=CC2=O.FC(F)C(F)(F)COC(F)(F)C(F)F.FC(F)C(F)(F)COC(F)(F)C(F)F",
  "lumo_ev": -1.12,
  "charge": 0,
  "e_tot_ev": -86977.607,
  "homo_ev": -9.393,
  "orbital_gap_ev": 8.3,
  "species": ["C", "C", "O", "O", "C", "C", "C", "C", "O", "N", "O", "C", "C", "C", "C", "O", "C", "N", "C", "C", "O", "H", "H", "H", "H", "H", "H", "H", "H", "H", "H", "F", "C", "F", "C", "F", "F", "C", "O", "C", "F", "F", "C", "F", "F", "H", "H", "H", "H", "F", "C", "F", "C", "F", "F", "C", "O", "C", "F", "F", "C", "F", "F", "H", "H", "H", "H"],
  "coordinates": [[-3.833961, 4.516198, 0.180768], [-3.424244, 3.057455, 0.619036], [-4.249044, 2.389993, 1.209377], [-2.154452, 2.672675, 0.246292], [-1.615621, 1.617688, 1.098624], [-0.066500, 1.601259, 0.985662], [0.555093, 1.132093, -0.252051], [2.011387, 1.093932, -0.446264], [2.514804, 0.658612, -1.703079], [2.297410, 1.749811, -2.591966], [2.912258, 2.692108, -2.282835], [2.882184, 1.501997, 0.651999], [2.273323, 1.970961, 1.882589], [0.802397, 2.047650, 2.068587], [0.284829, 2.616766, 3.434563], [-0.690683, 2.209320, 4.011065], [1.186917, 3.755802, 4.031774], [0.648812, 4.892481, 4.720103], [2.546224, 3.661201, 3.873496], [3.154523, 2.457258, 3.090074], [4.189191, 1.922954, 3.400737], [-3.347734, 5.209040, 0.921114], [-3.399736, 4.680053, -0.840435], [-4.945373, 4.638039, 0.190447], [-1.978899, 0.655434, 0.651919], [-2.009017, 1.640729, 2.141634], [-0.111523, 0.788408, -1.085370], [3.989671, 1.498443, 0.566809], [1.184702, 5.729577, 4.466165], [-0.306657, 5.043298, 4.384159], [3.217032, 4.461715, 4.270847], [5.105421, -4.727395, -1.337129], [5.321895, -3.911104, -2.386254], [6.377824, -4.427074, -3.065601], [5.627529, -2.476251, -1.955866], [6.774510, -2.421201, -1.240597], [5.855037, -1.749830, -3.089258], [4.514948, -1.746223, -1.177709], [4.633744, -1.716138, 0.245225], [4.142507, -2.807528, 0.968315], [3.441721, -3.620799, 0.156578], [3.253950, -2.302579, 1.852574], [5.246251, -3.541389, 1.733514], [6.198785, -4.007859, 0.900015], [4.736965, -4.610348, 2.391442], [4.450183, -3.947058, -3.045858], [4.585629, -0.697192, -1.468210], [3.516309, -2.052523, -1.495274], [5.722692, -2.877937, 2.458922], [-3.702652, -2.887333, -2.101454], [-4.413173, -3.154017, -3.214380], [-3.524873, -3.190064, -4.240157], [-5.485922, -2.099599, -3.488398], [-4.925685, -0.891088, -3.724925], [-6.119397, -2.454357, -4.644067], [-6.579413, -1.944582, -2.412728], [-6.420594, -0.881837, -1.474243], [-5.631073, -1.119528, -0.343860], [-5.326357, -2.429177, -0.262351], [-6.411609, -0.848253, 0.723656], [-4.394919, -0.219526, -0.301462], [-3.608980, -0.403251, -1.388027], [-3.640982, -0.507574, 0.784672], [-4.855023, -4.149945, -3.119581], [-7.491865, -1.683571, -2.952515], [-6.811472, -2.890221, -1.918662], [-4.679226, 0.831392, -0.262183]],
  "forces_ev_per_a": [[1.231, -0.836, -0.179], [-1.496, 1.285, -0.454], [1.581, -0.043, -0.241], [-1.077, 0.631, 1.496], [0.496, -1.749, -0.738], [1.590, 0.297, 0.143], [1.088, 0.318, 0.775], [-1.324, 0.316, 2.729], [-0.811, -0.102, 2.208], [0.834, 1.483, -1.227], [-0.617, -0.467, -0.262], [-1.851, 0.114, 0.159], [-1.218, -0.124, -0.581], [1.294, -0.459, -1.290], [1.011, 0.362, -0.336], [0.190, 0.358, -0.398], [1.678, 0.371, -0.521], [-0.602, -0.921, -1.444], [-0.690, -0.856, -0.762], [-1.261, 0.667, 0.129], [-0.252, 0.381, -0.470], [-0.497, -0.498, -0.834], [-0.458, 0.193, 0.945], [1.125, -0.283, 0.052], [0.535, 0.911, 0.583], [0.468, 0.400, -0.896], [0.764, 0.373, 0.863], [-0.989, -0.126, 0.013], [-0.147, -0.517, 0.335], [0.224, -0.018, 0.518], [-0.488, -1.049, -0.252], [0.040, 0.137, -0.027], [0.147, -0.550, -0.541], [0.026, 0.285, -0.014], [0.278, 0.453, 0.742], [-0.068, -0.229, -0.079], [-0.307, -0.261, -0.149], [-0.299, 0.665, -0.035], [0.210, -1.139, 0.003], [-0.633, 1.108, -0.901], [0.052, -0.264, 0.381], [0.278, -0.195, 0.264], [0.544, -0.274, 0.436], [-0.153, 0.171, -0.048], [-0.276, 0.187, -0.090], [-0.031, 0.147, 0.041], [0.203, -0.118, 0.039], [0.159, -0.238, 0.026], [-0.164, 0.133, -0.050], [-0.098, 0.056, -0.089], [0.504, -0.503, -0.321], [-0.237, 0.126, -0.100], [-0.202, 0.848, 0.199], [0.161, -0.190, 0.058], [0.074, -0.388, 0.165], [-0.822, 0.063, 0.030], [1.117, -0.350, 0.141], [-1.291, -0.554, -0.498], [0.281, 0.169, 0.305], [0.350, 0.261, 0.034], [0.250, 0.499, -0.077], [-0.127, -0.089, 0.007], [-0.462, -0.451, 0.079], [-0.137, 0.068, 0.010], [0.196, 0.133, -0.080], [0.322, 0.010, -0.014], [-0.219, -0.138, 0.090]],
  "lowdin_charge": [0.019, -0.482, 0.080, -0.005, -0.099, -0.072, 0.075, -0.224, -0.098, 0.019, 0.106, 0.076, -0.038, 0.004, -0.245, 0.125, -0.216, 0.089, 0.044, -0.319, 0.102, 0.092, 0.088, 0.091, 0.115, 0.132, 0.137, 0.134, 0.097, 0.091, 0.128, 0.094, -0.300, 0.092, -0.434, 0.131, 0.105, -0.054, 0.034, -0.518, 0.140, 0.145, -0.278, 0.098, 0.098, 0.174, 0.129, 0.144, 0.177, 0.093, -0.301, 0.092, -0.438, 0.129, 0.104, -0.046, 0.042, -0.510, 0.137, 0.154, -0.278, 0.093, 0.089, 0.174, 0.149, 0.145, 0.150]
}